# 1
Below is a structure of composition C57H51BClF2KNO4P3Si at a distorted geometry, with properties calculated with ωB97M-V with the def2-TZVPD basis set.

XYZ file:
```
122
C57H51BClF2KNO4P3Si ωB97M-V with the def2-TZVPD basis set
K 2.224 1.230 0.445
Cl 3.057 2.883 2.406
P -0.957 2.520 0.717
P 1.301 -1.053 -2.258
P -1.200 -0.578 2.525
Si -1.188 -0.423 -0.639
F 2.663 -3.333 -1.132
F 0.430 -3.666 -1.434
O 3.406 0.574 -1.263
O 3.635 -1.722 1.432
O 1.201 -2.351 0.406
O 2.438 -0.495 -1.101
N 5.269 -2.457 0.020
C 1.201 1.897 -2.328
C -2.882 -1.068 -4.506
C -1.664 3.427 -1.826
C -2.363 -3.175 2.381
C 5.846 -2.270 -1.299
C 0.050 4.369 2.547
C -1.935 4.321 -2.847
C 3.592 -0.988 -3.927
C 2.001 -2.731 4.078
C 1.292 3.211 -4.343
C -5.203 0.765 0.204
C 0.362 -1.127 3.326
C 2.365 -0.389 4.473
C -1.840 -1.750 -5.111
C 0.798 -2.446 3.444
C -4.281 -0.382 5.999
C -1.920 3.237 3.308
C -2.965 -0.705 6.298
C -1.003 3.490 2.285
C 1.301 3.131 -2.961
C -2.001 -0.742 5.294
C -2.783 0.563 -0.034
C 4.350 -2.776 -5.360
C 0.136 5.035 3.762
C 4.514 -1.500 -4.834
C 1.169 2.041 -5.082
C -2.742 -0.638 -3.188
C 5.278 -3.792 0.580
C -1.770 5.686 -2.641
C -3.670 -0.125 3.685
C -3.801 2.581 0.902
C -1.238 3.863 -0.564
C -1.830 3.895 4.528
C -2.783 -4.307 0.308
C 2.783 -1.707 4.594
C -2.343 -0.466 3.976
C -0.437 -1.429 -3.149
C -2.820 -4.296 1.699
C -0.630 -1.921 -4.440
C -4.081 0.044 -0.174
C 3.281 -3.555 -4.934
C 2.371 -3.045 -4.015
C -5.066 2.048 0.727
C 4.403 -1.540 0.472
C 2.487 -1.745 -3.528
C -2.666 1.841 0.556
C 1.101 0.813 -4.437
C -2.304 -3.202 -0.387
C -1.833 -2.062 0.274
C 1.133 0.704 -3.045
C -1.561 -0.848 -2.476
C -0.811 4.812 4.751
C 1.161 -0.102 3.841
C -1.857 -2.080 1.682
C -1.077 5.231 -0.374
C -1.335 6.135 -1.403
C -4.629 -0.082 4.685
B 1.399 -2.731 -1.107
H -2.259 3.945 -3.811
H 6.281 -4.215 0.481
H 2.336 -3.760 4.151
H -1.943 -2.111 -6.130
H 4.410 -0.587 -0.086
H -2.704 2.506 3.162
H 5.801 -1.215 -1.563
H 0.699 -1.493 0.389
H 5.002 -3.738 1.631
H -0.740 5.327 5.702
H -4.207 -0.955 -0.579
H -3.953 0.092 2.657
H -1.197 7.196 -1.227
H 0.204 -3.249 3.030
H -3.198 -5.150 2.249
H 3.158 -4.563 -5.314
H 0.848 4.490 1.825
H 3.731 -1.935 5.067
H -1.975 6.391 -3.439
H -1.783 2.365 -2.020
H 5.368 -0.898 -5.127
H -0.978 -0.999 5.545
H -6.191 0.329 0.089
H -5.031 -0.369 6.781
H 1.032 -0.084 -5.041
H -0.756 5.614 0.586
H 1.142 2.078 -6.166
H -2.685 -0.946 7.317
H 2.102 -2.143 0.812
H 1.564 -3.677 -3.659
H 0.858 0.936 3.719
H -2.550 3.676 5.309
H -3.802 -0.880 -5.050
H -2.402 -3.157 3.466
H 4.561 -4.433 0.063
H -3.130 -5.179 -0.237
H -2.292 -3.220 -1.473
H -5.652 0.177 4.434
H -3.691 3.585 1.298
H 2.985 0.426 4.828
H 5.281 -2.831 -2.050
H 1.377 4.032 -2.361
H 3.736 -0.009 -3.481
H 0.182 -2.402 -4.973
H 1.176 1.882 -1.257
H 0.974 5.698 3.943
H -3.572 -0.120 -2.718
H -5.943 2.627 0.998
H 6.885 -2.607 -1.303
H 5.050 -3.165 -6.091
H 1.365 4.174 -4.838
```

Values from the calculation:
2S+1: 1
Maximum force in eV/A: 2.98
Energy in eV: -140323.865
Charge: -2
Frontier orbital gap in eV: 5.703



# 2
Below is a structure of composition C23H57AlBr2N8O4P3 at a distorted geometry, with properties calculated with ωB97M-V with the def2-TZVPD basis set.

XYZ file:
```
98
C23H57AlBr2N8O4P3 ωB97M-V with the def2-TZVPD basis set
Br -1.275 5.828 0.215
Br 0.800 3.676 -3.472
P -4.704 -2.096 4.939
P 2.887 4.824 1.308
P 4.875 -1.596 -5.654
Al 1.169 3.464 0.518
O 5.581 -1.771 -4.295
O 4.085 5.155 0.058
O 0.276 0.427 -2.833
O -4.471 -0.804 5.745
N -3.059 -2.585 5.011
N 3.610 -0.655 -4.999
N -5.630 -2.829 6.176
N 4.113 -1.391 -7.249
N -1.487 -0.024 -1.331
N 4.432 -3.253 -5.776
N 2.278 6.469 1.753
N -4.979 -3.555 3.959
C -2.047 -1.539 5.168
C 4.992 -1.931 -8.313
C -6.363 -4.035 3.811
C -2.249 3.249 4.588
C -2.540 -3.830 5.547
C -0.045 0.328 -1.589
C 1.618 6.043 -1.861
C 1.946 1.790 -0.452
C 3.984 0.586 -4.324
C 3.092 -3.791 -5.926
C 2.296 -1.120 -4.609
C -3.106 2.370 5.093
C 0.373 5.035 -2.051
C 0.168 3.712 3.445
C -6.839 -2.131 6.605
C 3.763 -0.026 -7.674
C -0.207 4.393 -0.685
C -5.158 -3.774 7.163
C 0.206 2.694 2.190
C 0.977 0.499 -0.362
C -1.295 4.304 3.798
C -4.473 -3.351 2.580
C 5.261 -4.231 -5.072
H -4.112 1.873 5.373
H 5.007 -4.276 -4.009
H -6.420 -4.849 3.080
H -1.534 -4.031 5.162
H -4.724 -4.656 6.689
H -5.045 -2.574 2.062
H -5.976 -4.182 7.767
H 1.505 6.903 -2.644
H -0.843 2.289 1.943
H 2.346 -1.813 -3.763
H 4.855 0.463 -3.673
H -2.001 0.793 -0.960
H 2.927 1.544 0.136
H -1.945 -0.269 -2.240
H 2.919 0.374 -7.108
H -0.970 3.570 -1.016
H -2.471 -3.805 6.638
H -3.129 -4.697 5.242
H 0.889 4.604 3.379
H -7.234 -2.492 7.559
H 3.124 -4.814 -6.321
H 1.674 -0.440 -0.390
H -3.424 -3.052 2.571
H 5.264 -2.972 -8.127
H -1.963 -1.220 6.211
H 3.185 1.001 -3.701
H 4.613 0.657 -7.572
H 5.920 -1.353 -8.387
H -7.033 -3.233 3.486
H 2.560 -3.829 -4.971
H -2.286 -0.666 4.553
H -0.495 5.675 -2.503
H 4.402 4.308 -0.333
H 6.323 -3.985 -5.169
H 2.671 7.147 1.063
H 4.232 1.350 -5.070
H -6.748 -4.464 4.738
H -4.531 -4.279 2.002
H -1.060 -1.878 4.835
H 0.365 0.414 0.608
H -6.682 -1.054 6.718
H 3.432 -0.011 -8.718
H 1.251 6.448 1.620
H 1.648 6.555 -0.834
H 1.633 -0.296 -4.328
H -4.431 -3.322 7.845
H 0.505 3.101 4.383
H -1.214 5.306 4.392
H 0.836 1.764 2.521
H 1.780 -1.592 -5.447
H 2.495 -3.236 -6.651
H 4.486 -1.915 -9.283
H 2.279 2.016 -1.530
H 5.147 -5.236 -5.493
H -1.827 4.579 2.809
H 2.602 5.502 -2.144
H -7.630 -2.275 5.860
```

Values from the calculation:
2S+1: 1
Maximum force in eV/A: 8.47
Energy in eV: -219427.311
Charge: -1
Frontier orbital gap in eV: 4.373



# 3
Below is a structure of composition C40H37AsBIN11S3Sr, with properties calculated with ωB97M-V with the def2-TZVPD basis set.

XYZ file:
```
95
C40H37AsBIN11S3Sr ωB97M-V with the def2-TZVPD basis set
I -3.423 6.794 2.557
Sr 0.431 1.869 0.894
As 0.393 -1.357 -1.255
S -2.480 -1.079 3.011
S -0.097 4.288 -0.784
S -2.205 1.537 -0.487
N 1.753 0.154 2.434
N -1.487 2.970 2.562
N 3.710 1.475 0.156
N -1.831 5.505 -3.781
N 3.394 2.816 2.328
N -4.188 -0.434 1.076
N 3.097 0.282 2.348
N 2.136 3.309 2.285
N -3.482 -2.620 1.111
N -4.157 2.372 -3.406
N 2.533 1.385 -0.507
C -2.750 4.909 3.127
C 4.475 -1.755 -3.599
C -1.479 -0.578 -3.267
C -0.236 -3.021 0.983
C 4.183 3.635 3.047
C -3.292 2.585 -2.672
C -2.962 -1.981 -4.532
C -2.618 3.103 4.664
C -2.255 2.786 -1.705
C -1.948 4.186 2.257
C 3.695 -0.710 3.035
C 3.214 -1.813 -1.552
C -1.427 3.867 -1.818
C 4.717 1.633 -0.723
C 2.812 1.502 -1.799
C -0.295 -4.175 1.756
C 0.256 -5.356 1.283
C 1.521 -0.929 3.165
C 0.368 -3.039 -0.268
C 0.872 -5.381 0.036
C 2.721 -1.523 3.574
C -4.195 -1.673 -1.016
C -1.664 4.772 -2.908
C -4.900 -0.619 -0.186
C 4.429 -1.880 -2.216
C -2.442 -3.101 -3.894
C -3.443 -1.385 1.643
C 2.081 -1.508 -3.650
C -0.950 -1.695 -2.626
C 3.301 -1.568 -4.313
C -1.439 -2.960 -2.945
C 0.929 -4.228 -0.733
C -1.816 2.446 3.743
C 3.427 4.703 3.483
C -2.480 -0.718 -4.221
C 4.189 1.658 -1.998
C -3.094 4.364 4.353
C 2.150 4.444 2.970
C 2.031 -1.632 -2.266
C -4.050 -2.939 -0.197
B 3.838 1.471 1.696
H 0.503 -1.236 3.353
H 4.717 1.765 -2.929
H 3.189 -1.889 -0.470
H 2.853 -2.408 4.171
H -5.022 -3.428 -0.072
H -3.380 -3.645 -0.691
H 5.425 -1.798 -4.117
H -1.142 0.416 -2.993
H -4.890 0.339 -0.703
H 2.017 1.484 -2.528
H -2.822 -4.088 -4.134
H 4.769 -0.755 3.084
H 5.223 3.395 3.188
H -1.450 1.449 3.950
H 1.423 -4.245 -1.698
H 1.246 5.026 3.058
H -0.666 -2.108 1.381
H 5.732 1.712 -0.370
H 3.330 -1.469 -5.391
H 3.750 5.543 4.072
H 0.218 -6.255 1.886
H 5.343 -2.013 -1.651
H -2.862 2.624 5.601
H 1.311 -6.299 -0.334
H -5.938 -0.904 0.015
H -2.900 0.166 -4.681
H -1.045 -3.837 -2.445
H -3.753 -2.093 -5.263
H 1.167 -1.366 -4.215
H -1.663 4.570 1.282
H -0.760 -4.131 2.735
H -3.213 -1.286 -1.295
H -3.723 4.911 5.043
H 5.010 1.342 1.948
H -3.942 0.510 1.334
H -2.876 -3.286 1.559
H -4.749 -1.879 -1.931
```

Values from the calculation:
2S+1: 1
Maximum force in eV/A: 0.91
Energy in eV: -161437.185
Charge: -1
Frontier orbital gap in eV: 6.141



# 4
Below is a structure of composition C36H47FeN5P2 at a distorted geometry, with properties calculated with ωB97M-V with the def2-TZVPD basis set.

XYZ file:
```
91
C36H47FeN5P2 ωB97M-V with the def2-TZVPD basis set
Fe 2.741 0.972 2.240
P 0.887 -2.455 -1.804
P 1.061 1.446 -2.978
N 2.254 1.848 -4.179
N -0.196 2.375 -3.848
N 1.720 -3.924 -2.327
N -1.857 1.203 6.114
N -0.660 -2.997 -2.461
C -0.832 1.680 5.185
C 0.438 0.854 5.100
C 1.418 -1.364 -3.249
C 2.508 -5.804 -3.330
C 1.381 -5.007 -3.156
C 2.032 -0.604 4.041
C -0.713 3.590 -3.382
C -0.977 -0.812 0.395
C -1.522 3.233 -5.485
C -0.385 0.511 -0.138
C 3.093 -4.024 -2.040
C 4.235 2.572 -4.953
C 1.663 2.684 2.522
C 3.466 2.087 -6.063
C -0.740 2.141 -5.118
C 2.271 1.604 -5.560
C -1.958 2.089 1.062
C 2.319 -1.200 5.310
C -1.515 4.147 -4.376
C 3.469 2.433 -3.809
C 3.594 -5.174 -2.627
C 1.791 -0.634 6.486
C -2.476 2.093 7.055
C 1.200 0.516 3.968
C -2.006 -0.635 2.701
C -2.340 -3.237 -3.974
C -0.828 1.834 0.398
C -0.967 -3.094 -3.830
C -1.863 -3.105 -1.743
C -2.281 -0.159 6.202
C -3.106 1.157 1.173
C -1.040 -1.041 1.871
C 0.871 0.412 6.388
C -2.905 -3.214 -2.654
C -3.186 0.241 2.418
C 0.516 -0.196 -3.694
H 1.776 3.522 1.810
H 3.659 2.661 -2.767
H -1.858 -3.102 -0.654
H -1.493 -0.849 6.544
H 2.544 -6.712 -3.918
H 2.419 -1.013 -2.949
H 2.073 2.970 3.518
H -2.665 -0.518 5.240
H -3.567 1.939 7.040
H 0.704 0.437 -0.024
H 1.458 1.092 -6.059
H -3.967 1.832 1.247
H -4.129 -0.336 2.362
H 2.976 -2.073 5.374
H -0.542 -0.328 -3.412
H -2.136 1.893 8.089
H -0.193 -3.010 -4.584
H -3.165 0.556 0.262
H -0.526 2.677 5.552
H -3.961 -3.202 -2.436
H 4.611 -5.541 -2.553
H 0.551 -0.137 -4.792
H -2.093 5.062 -4.310
H 3.747 2.041 -7.101
H -2.008 3.014 1.643
H -1.962 -0.942 -0.085
H 0.400 0.841 7.291
H -0.214 -1.630 2.296
H -0.545 1.222 -5.662
H 3.573 -3.254 -1.451
H 0.598 2.342 2.570
H -2.259 3.133 6.794
H 0.379 -5.144 -3.542
H -2.849 -3.316 -4.933
H -0.329 -1.635 0.006
H -3.126 -0.210 6.909
H -3.344 0.863 3.309
H 1.590 -2.002 -4.126
H -2.060 3.319 -6.424
H -2.058 -1.179 3.656
H -0.502 0.514 -1.237
H 2.369 -1.088 3.100
H 5.242 2.943 -5.007
H -1.259 1.777 4.170
H -0.041 2.609 0.298
H -0.472 3.926 -2.380
H 2.079 -1.006 7.476
```

Values from the calculation:
2S+1: 5
Maximum force in eV/A: 2.91
Energy in eV: -98500.854
Charge: 0
Expectation value of S²: 6.04
Frontier orbital gap (spin up / spin down) in eV: 6.422 / 6.332



# 5
Below is a structure of composition C6H25BeFeN12O7 at a distorted geometry, with properties calculated with ωB97M-V with the def2-TZVPD basis set.

XYZ file:
```
52
C6H25BeFeN12O7 ωB97M-V with the def2-TZVPD basis set
Fe -0.319 1.140 -1.760
O 1.928 0.046 2.406
O 1.272 2.508 -1.834
O -1.853 -3.008 -2.481
O -1.954 -0.056 -1.315
O -1.186 2.391 -0.365
O 0.765 0.167 -0.382
O 3.191 -1.964 0.699
N -0.939 -3.823 -0.616
N -2.904 -0.360 0.499
N 2.087 -3.698 1.566
N -2.166 4.359 -0.166
N 0.375 -2.631 -2.039
N -0.251 -0.274 2.428
N 2.790 4.140 -2.126
N 0.881 -1.109 3.969
N -2.414 2.926 1.372
N -4.151 -0.105 -1.174
N 3.941 -4.087 0.559
N 0.980 4.096 -3.337
C 1.683 3.497 -2.415
C -2.963 -0.230 -0.731
C -0.805 -3.247 -1.820
C 3.075 -3.187 0.933
C 0.936 -0.371 2.911
C -1.864 3.153 0.247
Be 3.152 0.553 0.342
H -1.765 4.703 -1.026
H -2.245 2.107 1.938
H 3.080 4.917 -2.703
H -0.069 -3.958 -0.122
H -1.847 -4.172 -0.345
H 3.382 3.644 -1.476
H 1.095 -2.822 -1.357
H -3.016 3.686 1.657
H -0.212 0.178 1.525
H -0.014 -1.474 4.262
H -4.218 0.036 -2.172
H -1.126 -0.270 2.932
H 1.361 4.924 -3.772
H -2.182 4.943 0.658
H -4.910 -0.247 -0.523
H 0.161 3.677 -3.753
H -1.991 -0.392 0.929
H 1.958 -4.694 1.674
H 1.738 -1.096 4.503
H -3.771 -0.160 0.977
H 3.872 -5.024 0.931
H 4.863 -3.943 0.175
H 0.540 -1.700 -2.395
H 0.759 -0.529 0.304
H 1.268 -3.161 1.811
```

Values from the calculation:
2S+1: 6
Maximum force in eV/A: 11.39
Energy in eV: -73586.787
Charge: +4
Expectation value of S²: 8.77
Frontier orbital gap (spin up / spin down) in eV: 2.867 / 2.628